{"formula": "C5H11O6PS", "method": "ωB97M-V/def2-TZVPD", "lumo_energy_ev": 5.830, "e_above_lowest_kcal_mol": 0.00, "smiles": "CCC(CC)S(=O)(=O)OP(=O)([O-])[O-]", "total_charge": -2, "largest_force_ha_per_bohr": 0.07829, "gap_ha": 0.243, "elements": ["C", "C", "C", "C", "C", "S", "O", "O", "O", "P", "O", "O", "O", "H", "H", "H", "H", "H", "H", "H", "H", "H", "H", "H"], "xyz": [[0.596, -1.322, -1.885], [1.267, -0.664, -0.609], [0.129, -0.183, 0.232], [0.723, 0.296, 1.501], [1.799, 1.378, 1.374], [-0.910, 1.153, -0.638], [-0.200, 1.540, -1.873], [-1.020, 2.281, 0.353], [-2.167, 0.379, -1.015], [-2.903, -0.835, 0.200], [-2.155, -2.110, -0.199], [-4.370, -0.769, -0.141], [-2.420, -0.161, 1.517], [0.022, -2.152, -1.555], [1.296, -1.473, -2.754], [-0.179, -0.614, -2.320], [1.704, 0.341, -1.003], [1.936, -1.352, -0.066], [-0.733, -0.889, 0.385], [1.274, -0.501, 2.006], [-0.002, 0.677, 2.224], [1.889, 2.022, 0.523], [2.764, 0.904, 1.487], [1.660, 2.052, 2.257]], "forces_ev_per_a": [[0.5, 1.8, -0.7], [-1.1, 1.4, -3.6], [-1.6, 0.0, 0.2], [-0.1, 1.3, 1.3], [0.3, 0.7, 1.7], [2.2, 1.4, 2.0], [-0.8, 0.1, 0.6], [-0.5, -2.1, -2.2], [0.3, 0.9, 0.0], [-0.6, -0.4, 2.2], [-0.5, 1.0, 0.2], [0.8, 0.2, -0.1], [-0.9, -1.2, -1.9], [-0.3, -1.2, -0.1], [-0.4, -0.4, 0.9], [1.1, -0.8, 0.7], [0.3, -2.0, 0.8], [-0.1, 0.5, -0.3], [1.8, 0.0, 0.1], [-0.4, -0.6, -0.1], [-0.3, -0.4, -0.4], [-0.6, 0.1, -0.7], [0.6, 0.0, 0.0], [0.4, -0.3, -0.6]]}